Entry 1:
DFT (ωB97M-V/def2-TZVPD) results for 3 unconnected molecules or ions with the total composition C11H27NO3.

The lowest unoccupied orbital energy is 0.65 eV. The calculation puts the highest occupied orbital energy at -8.4 eV. As for the charge: 0. As for the gap between HOMO and LUMO: 9.00 eV. The SMILES is CC1(C)CCCC(C)(C)N1O.CO.CO.

The geometry in XYZ format:
```
42
Properties=species:S:1:pos:R:3:forces:R:3
C 4.14116 1.27396 -1.75239 0.6 -0.6 1.6
C 2.77001 1.40557 -1.10366 -1.1 -0.5 -0.6
C 1.89375 2.01343 -2.16916 -1.8 2.2 -0.2
C 0.37670 1.97046 -1.89334 1.5 -0.9 -0.1
C -0.07230 0.51656 -1.71749 0.3 2.2 0.7
C 0.80827 -0.25304 -0.64577 -1.2 0.2 -2.5
N 2.23128 0.02978 -0.89189 -0.2 1.2 -1.9
O 3.05076 -0.56282 0.03367 0.5 -1.2 1.4
C 0.34516 0.03097 0.74042 -0.9 -0.4 1.7
C 0.56662 -1.73368 -0.98563 0.2 0.6 0.7
C 2.82304 2.20298 0.19460 0.3 1.2 0.7
H 4.76892 0.67746 -1.09043 0.0 -0.5 -0.1
H 4.67957 2.21785 -1.66703 -0.3 0.3 -1.0
H 4.05196 0.76330 -2.71123 0.3 0.5 -0.1
H 1.95821 3.10007 -2.22544 1.2 0.3 0.3
H 2.10883 1.74748 -3.20411 0.1 -0.8 0.2
H -0.07850 2.43030 -2.77050 -0.4 0.0 0.2
H 0.19712 2.58388 -1.01042 -0.3 0.0 0.0
H -0.07327 0.16072 -2.74777 0.1 -0.9 0.3
H -1.09177 0.71363 -1.38589 -0.3 -1.3 0.2
H 0.84335 -0.58070 1.49258 1.1 0.4 0.0
H 0.29624 1.08030 1.03130 0.4 0.0 0.0
H -0.63539 -0.38410 0.97359 -0.6 0.3 -0.8
H -0.42410 -1.99036 -0.61057 0.2 -0.3 0.2
H 0.54374 -1.92415 -2.05861 0.5 0.0 0.1
H 1.37938 -2.21850 -0.44482 -0.4 -0.9 -0.2
H 2.92127 1.61192 1.10516 0.2 -0.3 -0.3
H 2.02957 2.91335 0.42676 -0.8 -0.4 -0.5
H 3.63100 2.93447 0.17977 0.6 -0.3 -0.1
H 3.44336 -1.29643 -0.44518 0.2 -0.1 0.1
C -4.32216 -1.25317 4.41399 -0.3 -1.0 -0.8
O -4.91629 -1.54698 3.08782 0.7 0.6 1.6
H -4.87024 -0.48920 4.96539 -0.1 0.0 -0.2
H -4.31714 -2.19651 4.96005 -0.1 0.1 0.3
H -3.27347 -0.96406 4.34483 -0.2 0.2 -0.6
H -5.78832 -1.89637 3.28551 -0.2 0.0 0.0
C -3.43826 -2.24289 0.15564 1.9 -0.1 0.7
O -4.68660 -1.67558 0.39098 -0.3 -0.6 -0.7
H -2.72313 -1.82994 0.86708 0.4 0.7 0.0
H -3.28735 -3.28852 0.42394 -0.9 -0.6 -0.4
H -3.01068 -2.09524 -0.83605 -0.6 0.2 -0.1
H -4.85032 -1.95620 1.29433 -0.4 0.5 0.3
```
Forces are in eV/Å.

Results of the natural (NBO) charge analysis, in e, for atoms 1 through 6:
1. C -0.608
2. C 0.092
3. C -0.408
4. C -0.379
5. C -0.411
6. C 0.105

Entry 2:
DFT (ωB97M-V/def2-TZVPD) results for a gas-phase ion, C8H11N2 (charge +1).

The lowest unoccupied orbital energy is -5.33 eV. The calculation puts the highest occupied orbital energy at -14.6 eV. As for the charge: +1. As for the gap between HOMO and LUMO: 9.24 eV. The SMILES is C#CC1=[NH+]CCC(CC)=N1.

The geometry in XYZ format:
```
21
Properties=species:S:1:pos:R:3:forces:R:3
C -4.34993 -1.37367 0.08884 0.7 1.0 0.4
C -3.35855 -0.68144 0.20874 -2.0 -0.3 -1.0
C -2.14143 0.02113 -0.03102 -1.6 0.2 3.2
C 0.00449 -0.41793 -0.69698 -1.0 -1.1 0.3
C 0.27782 1.07132 -0.80414 1.7 1.1 1.8
C -0.65851 1.92099 0.09688 -0.4 0.4 1.9
C 1.52438 -1.31896 0.75583 0.4 -1.1 2.8
C 1.09618 -1.49258 -0.62955 -2.1 0.7 -3.0
N -1.20487 -0.86129 -0.37197 3.3 0.8 -1.7
N -1.93713 1.23172 0.49120 0.7 -0.3 -2.4
H -5.29438 -1.88930 0.03489 0.4 0.0 0.1
H 1.36055 1.40999 -0.49303 -1.8 -1.3 -0.4
H 0.26524 1.50262 -1.77868 -0.5 -0.4 -1.2
H -0.25117 2.18972 1.09335 0.5 -0.4 -0.7
H -0.86444 2.90893 -0.33357 -0.3 -0.5 -0.3
H 2.33750 -2.05747 0.86888 -0.4 0.3 0.7
H 0.65153 -1.50376 1.51780 1.9 0.3 -1.3
H 1.98750 -0.33671 0.89477 -0.2 -0.1 0.3
H 0.70208 -2.50068 -0.93621 0.1 1.1 0.7
H 1.87693 -1.27167 -1.35323 0.3 0.2 0.1
H -2.69036 1.79495 0.89663 0.3 -0.6 -0.3
```
Forces are in eV/Å.

Results of the natural (NBO) charge analysis, in e, for atoms 1 through 6:
1. C 0.010
2. C -0.146
3. C 0.477
4. C 0.528
5. C -0.550
6. C -0.229

Entry 3:
DFT (ωB97M-V/def2-TZVPD) results for a molecular structure, C22H30As2ClN2Pt.

The lowest unoccupied orbital energy is -2.44 eV. The calculation puts the highest occupied orbital energy at -10.3 eV. As for the charge: +1. As for the gap between HOMO and LUMO: 7.90 eV.

The geometry in XYZ format:
```
58
Properties=species:S:1:pos:R:3:forces:R:3
Pt 0.34502 -0.09934 -0.36876 0.2 -0.3 0.1
C 4.09298 -0.50414 -0.18056 -0.1 0.1 0.1
As 2.55110 0.65582 -0.34168 0.3 -0.1 0.0
C 3.00802 1.73310 -1.88810 0.0 0.0 0.0
C 2.65891 1.90368 1.12990 -0.1 0.1 0.0
C 3.82987 2.15240 1.83153 0.0 0.0 0.0
C 3.83530 3.08903 2.85547 0.0 0.0 0.0
C 2.67799 3.78445 3.16754 0.0 0.0 0.0
C 1.50594 3.53662 2.46823 -0.1 0.1 0.0
C 1.48535 2.58937 1.45585 0.0 -0.1 -0.1
As -0.12777 2.15475 0.45510 -0.1 0.3 0.3
C -0.40796 3.81557 -0.53653 -0.1 -0.1 0.0
C -1.55213 2.22203 1.77728 0.0 0.0 -0.1
H 4.07502 -1.03705 0.76885 0.0 0.0 0.0
H 4.99447 0.10542 -0.25053 0.0 0.0 0.0
H 4.08618 -1.22686 -0.99487 0.0 0.0 0.0
H 3.84814 2.38235 -1.64422 0.0 0.0 0.0
H 2.14922 2.33365 -2.18243 0.0 0.0 0.0
H 3.27826 1.07637 -2.71444 0.0 0.0 0.0
H 4.74135 1.61877 1.59266 0.0 0.0 0.0
H 4.74462 3.27541 3.40946 0.0 0.0 0.0
H 2.68514 4.51748 3.96248 0.0 0.0 0.0
H 0.60883 4.08660 2.72895 0.0 0.0 0.0
H -0.49132 4.64449 0.16474 0.0 0.0 0.0
H -1.31958 3.76087 -1.13296 0.0 0.0 0.0
H 0.44010 3.98954 -1.19644 0.0 0.0 0.0
H -1.39806 3.04287 2.47457 0.0 0.0 0.0
H -1.57662 1.27741 2.31748 0.0 0.0 0.0
H -2.50416 2.36332 1.26389 0.1 0.0 0.0
C -4.60393 1.24378 -2.06269 0.0 0.1 0.0
C -3.72014 0.35398 -1.26665 0.0 -0.1 0.1
C -3.99012 -0.70762 -0.43358 0.1 0.1 -0.2
C -2.74877 -1.18118 0.02537 -0.1 0.1 0.1
N -1.76995 -0.43814 -0.48329 0.3 -0.1 -0.2
N -2.38219 0.49816 -1.25407 -0.1 0.0 -0.1
C -2.54604 -2.31821 0.95475 0.1 0.0 0.1
H -5.60167 0.81788 -2.11865 0.0 0.0 0.0
H -4.22794 1.36557 -3.07877 0.0 0.0 0.0
H -4.68425 2.23147 -1.60510 0.0 0.0 0.0
H -4.95421 -1.11138 -0.18966 -0.1 0.0 0.0
H -1.81833 1.09627 -1.83682 0.0 -0.1 0.0
H -3.51052 -2.73717 1.22647 0.0 0.0 0.1
H -2.03419 -2.00426 1.86473 0.0 0.0 0.0
H -1.95590 -3.09641 0.48331 0.0 -0.1 0.0
Cl -2.18836 -6.98799 -0.85094 0.0 0.0 0.0
C -1.21525 -5.55316 -0.79780 0.0 0.0 0.0
C -0.46606 -5.27250 0.33439 -0.1 0.0 -0.1
C 0.29362 -4.11533 0.37136 0.0 0.0 -0.2
C 0.33069 -3.23477 -0.71076 -0.1 -0.1 0.1
C 1.19343 -2.02532 -0.66399 -0.1 0.3 -0.3
C -0.40944 -3.55901 -1.84756 -0.1 0.1 0.2
C -1.18882 -4.70174 -1.89357 0.0 -0.1 0.1
H -0.48388 -5.95042 1.17467 0.0 0.0 0.0
H 0.87653 -3.89645 1.25679 0.0 0.0 0.0
H 1.73529 -1.94795 -1.61435 0.0 0.0 0.0
H 1.95442 -2.16723 0.10690 -0.1 0.1 0.1
H -0.38319 -2.90243 -2.70808 0.0 0.0 0.0
H -1.76504 -4.94239 -2.77491 0.0 0.0 0.0
```
Forces are in eV/Å.

Results of the natural (NBO) charge analysis, in e, for atoms 1 through 6:
1. Pt 0.307
2. C -0.954
3. As 1.194
4. C -0.949
5. C -0.264
6. C -0.224

Entry 4:
DFT (ωB97M-V/def2-TZVPD) results for a single C6H4FNO2 molecule.

The lowest unoccupied orbital energy is -1.16 eV. The calculation puts the highest occupied orbital energy at -9.7 eV. As for the charge: 0. As for the gap between HOMO and LUMO: 8.54 eV. The SMILES is O=[N+]([O-])c1ccccc1F.

The geometry in XYZ format:
```
14
Properties=species:S:1:pos:R:3:forces:R:3
C 0.77416 -0.01535 -0.73539 0.3 -0.8 0.6
C 2.10244 0.70923 -0.55526 -6.9 0.1 3.3
C 2.04086 1.66106 0.47562 -3.1 1.3 -0.1
C 0.68151 1.82227 1.24925 3.4 0.7 -0.9
C -0.40342 1.00040 1.10294 0.8 -0.3 -0.2
C -0.34515 0.03716 0.10041 1.9 0.2 0.9
H 2.72490 0.69790 -1.33299 2.9 -0.3 -2.6
H 2.75995 2.57984 0.52358 -1.1 -2.3 0.2
H 0.65456 2.70637 1.89754 0.0 -0.6 -0.1
H -1.31282 0.96548 1.67536 0.0 0.7 0.5
N -1.37964 -0.99427 0.09710 -2.8 -2.8 -0.1
O -2.00536 -1.10096 -1.01792 1.9 -0.2 4.6
O -1.60522 -1.72306 1.23979 1.1 3.8 -5.7
F 0.51257 -0.96514 -1.67151 1.9 0.5 -0.4
```
Forces are in eV/Å.

Results of the natural (NBO) charge analysis, in e, for atoms 1 through 6:
1. C 0.439
2. C -0.261
3. C -0.162
4. C -0.207
5. C -0.196
6. C -0.025

Entry 5:
DFT (ωB97M-V/def2-TZVPD) results for a single C4H6OS molecule.

The lowest unoccupied orbital energy is 0.11 eV. The calculation puts the highest occupied orbital energy at -9.8 eV. As for the charge: 0. As for the gap between HOMO and LUMO: 9.95 eV. The SMILES is C=C(C)C(=O)S.

The geometry in XYZ format:
```
12
Properties=species:S:1:pos:R:3:forces:R:3
C 0.44651 -1.38410 0.28863 -1.7 -0.3 -0.4
C 0.32195 0.07995 0.00866 2.5 2.0 -0.6
C 1.44721 0.85868 -0.22634 0.3 -3.7 0.4
C -0.97154 0.83113 -0.15057 0.9 0.0 0.3
H 1.45301 -1.68945 0.19717 1.1 -0.3 -0.4
H -0.18803 -1.94336 -0.43588 0.5 0.2 0.3
H 0.12190 -1.74581 1.26256 -0.2 0.5 0.2
H 2.49710 0.40723 -0.21649 -1.7 0.1 0.3
H 1.56260 1.84096 -0.56922 -1.0 1.4 -0.2
H -3.29845 0.87228 0.20381 0.3 0.0 -0.2
O -0.93417 2.02131 -0.29848 -0.9 0.3 0.0
S -2.45810 -0.14883 -0.06384 -0.2 -0.1 0.2
```
Forces are in eV/Å.

Results of the natural (NBO) charge analysis, in e, for atoms 1 through 6:
1. C -0.644
2. C -0.136
3. C -0.278
4. C 0.400
5. H 0.226
6. H 0.222

Entry 6:
DFT (ωB97M-V/def2-TZVPD) results for a single C5H8O2 molecule.

The lowest unoccupied orbital energy (alpha / beta) is -1.72 / -0.91 eV. The calculation puts the highest occupied orbital energy (alpha / beta) at -8.8 / -9.1 eV. As for the charge: 0. As for the gap between HOMO and LUMO (alpha / beta): 7.05 / 8.21 eV.

The geometry in XYZ format:
```
15
Properties=species:S:1:pos:R:3:forces:R:3
C -1.34465 -0.44561 -0.90768 0.0 0.1 0.0
C -0.63825 -0.66538 0.41242 0.0 -0.4 0.1
C 0.33685 1.58749 0.46894 -0.1 0.7 0.1
C 0.68469 0.29063 0.89598 -0.2 -0.1 -0.7
O 1.08023 -0.08099 2.03708 0.1 0.1 0.1
C 1.63508 -0.33138 -0.30490 0.1 -0.2 -0.4
O 1.62683 -0.11302 -1.47425 0.0 0.0 0.8
H -1.96660 0.45449 -0.89171 0.1 -0.1 0.0
H -1.99631 -1.30591 -1.09959 0.1 0.1 0.0
H -0.64452 -0.37100 -1.74544 -0.1 0.0 0.1
H -0.20384 -1.66645 0.50559 -0.1 0.1 0.0
H -1.28344 -0.50920 1.27773 0.1 0.0 -0.1
H 0.10035 1.77748 -0.57410 0.1 -0.1 0.2
H 0.32558 2.42328 1.16596 0.0 -0.1 -0.1
H 2.28800 -1.04441 0.23396 0.0 0.0 -0.1
```
Forces are in eV/Å.

Results of the natural (NBO) charge analysis, in e, for atoms 1 through 6:
1. C -0.652
2. C -0.310
3. C -0.189
4. C 0.118
5. O -0.656
6. C 0.475

Per-record max |F|, eV/A: 2.8, 3.8, 0.5, 7.7, 3.7, 0.8
Per-record ΔE to the lowest compared entry with this formula, charge and spin, kJ/mol: 0.0, 301.2, 19.0, 559.8, 113.7, 438.5
Per-record total energy, hartree: -715.655051, -420.585209, -6016.706797, -535.932368, -629.403867, -345.637942